Entry 1:
A cluster of 13 separate species, C52H91N13 in total at a distorted geometry, computed with the ωB97M-V functional and the def2-TZVPD basis.

```
! RIJCOSX wB97M-V def2-TZVPD def2/J DEFGRID3
* xyz 0 1
C -2.028 -1.238 6.362
C -0.836 -0.315 6.138
C -1.053 0.655 4.996
C -2.151 1.595 5.227
N -3.011 2.329 5.412
H -1.851 -1.929 7.188
H -2.195 -1.858 5.475
H -2.932 -0.666 6.566
H 0.066 -0.897 5.922
H -0.586 0.208 7.067
H -1.274 0.111 4.076
H -0.178 1.281 4.813
C 5.147 -1.260 3.987
C 3.850 -0.818 3.350
C 3.659 -1.407 1.957
C 3.635 -2.867 1.983
N 3.601 -4.009 2.039
H 5.983 -0.924 3.358
H 5.234 -2.337 4.124
H 5.340 -0.771 4.945
H 3.835 0.272 3.278
H 2.996 -1.069 3.987
H 4.503 -1.146 1.323
H 2.732 -1.080 1.490
C 0.706 1.494 -0.913
C 0.301 0.190 -0.278
C -0.860 0.300 0.706
C -0.676 1.403 1.642
N -0.578 2.280 2.397
H 1.468 1.336 -1.683
H 1.137 2.200 -0.195
H -0.112 2.037 -1.398
H 1.171 -0.272 0.192
H -0.031 -0.520 -1.041
H -1.012 -0.631 1.243
H -1.790 0.538 0.181
C -2.413 -4.003 -3.991
C -3.310 -4.738 -3.004
C -4.090 -3.758 -2.121
C -3.244 -2.796 -1.429
N -2.611 -1.980 -0.915
H -1.751 -4.665 -4.558
H -1.765 -3.249 -3.537
H -3.016 -3.501 -4.757
H -2.689 -5.387 -2.378
H -3.964 -5.395 -3.574
H -4.668 -4.295 -1.363
H -4.804 -3.205 -2.735
C 0.581 -1.672 -4.226
C 1.165 -3.058 -4.389
C 2.232 -3.118 -5.496
C 3.335 -2.172 -5.423
N 4.163 -1.389 -5.361
H -0.228 -1.696 -3.487
H 0.216 -1.223 -5.151
H 1.314 -0.984 -3.792
H 0.413 -3.763 -4.747
H 1.600 -3.360 -3.441
H 1.767 -2.965 -6.474
H 2.632 -4.136 -5.533
C -5.306 -3.876 2.517
C -3.824 -3.996 2.169
C -2.947 -3.049 2.977
C -3.216 -1.627 2.825
N -3.418 -0.507 2.671
H -5.586 -2.827 2.630
H -5.499 -4.319 3.500
H -5.928 -4.364 1.774
H -3.724 -3.750 1.111
H -3.449 -4.999 2.364
H -1.914 -3.163 2.619
H -2.944 -3.314 4.036
C -0.358 -5.085 5.637
C 0.852 -4.211 5.915
C 1.693 -3.954 4.694
C 1.048 -3.079 3.729
N 0.536 -2.375 2.986
H -0.981 -5.194 6.522
H -0.048 -6.066 5.275
H -0.991 -4.621 4.872
H 1.470 -4.659 6.696
H 0.521 -3.262 6.353
H 1.981 -4.889 4.205
H 2.648 -3.497 4.971
C -6.275 3.436 2.265
C -4.922 4.073 2.540
C -3.753 3.133 2.279
C -3.547 2.856 0.857
N -3.363 2.612 -0.244
H -6.444 2.616 2.964
H -6.321 3.033 1.249
H -7.078 4.167 2.347
H -4.904 4.342 3.601
H -4.819 5.016 1.999
H -3.914 2.189 2.799
H -2.830 3.586 2.642
C 2.243 1.786 -5.647
C 2.490 2.522 -6.945
C 3.773 2.091 -7.638
C 4.960 2.446 -6.835
N 5.881 2.710 -6.223
H 1.187 1.779 -5.382
H 2.842 2.193 -4.830
H 2.550 0.738 -5.741
H 2.517 3.600 -6.779
H 1.661 2.323 -7.630
H 3.918 2.650 -8.568
H 3.813 1.021 -7.834
C 0.698 -5.786 -1.733
C -0.241 -4.929 -0.926
C 0.457 -3.928 0.000
C 1.536 -3.182 -0.622
N 2.377 -2.563 -1.067
H 1.101 -5.250 -2.587
H 0.130 -6.627 -2.153
H 1.489 -6.252 -1.145
H -0.983 -5.482 -0.349
H -0.836 -4.355 -1.646
H 0.887 -4.439 0.868
H -0.285 -3.229 0.395
C 5.271 2.346 -1.145
C 4.499 1.312 -1.968
C 5.161 1.071 -3.321
C 6.424 0.351 -3.238
N 7.407 -0.224 -3.167
H 6.340 2.112 -1.141
H 4.933 2.385 -0.110
H 5.155 3.345 -1.568
H 3.493 1.690 -2.173
H 4.401 0.368 -1.435
H 5.319 2.016 -3.851
H 4.493 0.530 -3.993
C -0.341 6.740 -5.232
C 0.155 5.778 -6.298
C -0.577 4.444 -6.257
C -2.026 4.540 -6.248
N -3.170 4.618 -6.241
H 0.258 7.646 -5.187
H -0.278 6.265 -4.246
H -1.391 7.007 -5.366
H 1.219 5.618 -6.108
H 0.069 6.227 -7.291
H -0.323 3.927 -5.320
H -0.270 3.748 -7.039
C -0.557 5.601 4.269
C -1.895 6.090 4.782
C -1.822 7.500 5.407
C -1.262 8.489 4.470
N -0.830 9.264 3.745
H 0.147 5.428 5.092
H -0.106 6.307 3.573
H -0.647 4.629 3.783
H -2.316 5.443 5.553
H -2.619 6.136 3.964
H -1.177 7.490 6.287
H -2.824 7.849 5.657
*
```

Output
ΔE to the lowest compared entry with this formula, charge and spin = 0.5654 eV
Lowest unoccupied orbital energy = 0.03 eV
HOMO level = -10.7 eV
M = 898.4 g/mol

Entry 2:
The ion C4H2ClO2 with charge -1 at a distorted geometry, computed with the ωB97M-V functional and the def2-TZVPD basis.

```
! RIJCOSX wB97M-V def2-TZVPD def2/J DEFGRID3
* xyz -1 1
C 1.421 0.869 0.239
C 2.531 1.497 -0.069
C -0.425 1.297 0.338
C -1.547 0.478 0.251
O 3.504 2.051 -0.440
O -0.507 2.548 0.461
Cl -3.151 1.291 -0.231
H 1.672 -0.250 0.441
H -1.645 -0.559 -0.097
*
```

Output
ΔE to the lowest compared entry with this formula, charge and spin = 2.7900 eV
Lowest unoccupied orbital energy = 3.77 eV
HOMO level = -3.4 eV
M = 117.5 g/mol
SMILES = O=C=C/C([O-])=C/Cl

Entry 3:
The molecule C3H7NO2, computed with the ωB97M-V functional and the def2-TZVPD basis.

```
! RIJCOSX wB97M-V def2-TZVPD def2/J DEFGRID3
* xyz 0 1
C -0.696 1.568 0.096
C -0.301 0.133 0.283
N -1.252 -0.718 0.250
O -0.789 -2.037 0.256
C 1.165 -0.243 0.243
O 1.593 -0.287 -1.110
H -1.714 1.608 -0.298
H -0.651 2.157 1.018
H -0.015 2.019 -0.634
H -1.570 -2.503 -0.065
H 1.335 -1.198 0.750
H 1.772 0.526 0.729
H 1.124 -1.027 -1.519
*
```

Output
ΔE to the lowest compared entry with this formula, charge and spin = 2.8428 eV
Lowest unoccupied orbital energy = 0.87 eV
HOMO level = -9.8 eV
M = 89.1 g/mol
SMILES = C/C(CO)=N/O

Entry 4:
A structure of composition C10H10AuNO2 at a distorted geometry, computed with the ωB97M-V functional and the def2-TZVPD basis.

```
! RIJCOSX wB97M-V def2-TZVPD def2/J DEFGRID3
* xyz 0 1
Au 0.219 -2.210 -1.002
C 0.985 -1.001 3.802
C -0.158 -1.979 3.429
C 0.039 -2.338 2.033
N 0.162 -2.644 0.933
H 0.682 -0.272 4.549
H 1.178 -0.375 2.908
H 1.862 -1.522 4.156
H -1.137 -1.437 3.478
H -0.147 -2.791 4.091
O 0.691 -0.367 -4.572
C 0.229 -0.596 -3.472
O 0.186 -1.786 -2.951
C -0.132 0.575 -2.612
C 0.823 1.593 -2.464
C 0.515 2.634 -1.642
C -0.636 2.626 -0.853
C -1.617 1.627 -0.973
C -1.285 0.580 -1.863
H 1.748 1.508 -2.995
H 1.101 3.535 -1.544
H -0.794 3.387 -0.142
H -2.548 1.545 -0.370
H -1.966 -0.293 -1.923
*
```

Output
Lowest unoccupied orbital energy = 0.02 eV
HOMO level = -8.6 eV
M = 373.2 g/mol

Entry 5:
A cluster of 4 separate species, C2H12O3S in total, computed with the ωB97M-V functional and the def2-TZVPD basis.

```
! RIJCOSX wB97M-V def2-TZVPD def2/J DEFGRID3
* xyz 0 1
C -0.990 -2.385 -0.043
C -1.950 -1.458 -0.787
S -1.910 0.264 -0.169
H -1.395 -2.727 0.919
H -0.030 -1.903 0.118
H -0.816 -3.265 -0.653
H -1.684 -1.433 -1.839
H -2.973 -1.775 -0.662
H -1.555 0.062 1.106
H 1.643 2.130 0.370
H 0.554 1.337 -0.321
O 1.473 1.621 -0.436
H -0.207 0.113 -2.616
H 1.249 -0.035 -3.042
O 0.539 -0.497 -2.585
H 2.946 2.980 4.212
H 2.790 3.538 2.796
O 2.316 3.434 3.630
*
```

Output
ΔE to the lowest compared entry with this formula, charge and spin = 0.5341 eV
Lowest unoccupied orbital energy = 0.54 eV
HOMO level = -9.3 eV
M = 116.2 g/mol
SMILES = CCS.O.O.O

Entry 6:
A structure of composition C5H7NO, computed with the ωB97M-V functional and the def2-TZVPD basis.

```
! RIJCOSX wB97M-V def2-TZVPD def2/J DEFGRID3
* xyz 0 1
O 2.734 0.296 -0.249
C 1.656 0.523 -0.745
C 0.351 0.076 -0.158
C -0.900 -0.494 -0.846
N -1.352 -0.408 0.606
C -0.672 0.950 0.600
C 0.031 -0.956 0.934
H 1.572 1.122 -1.680
H -1.470 0.150 -1.524
H -0.836 -1.518 -1.227
H -1.217 1.717 0.041
H -0.390 1.304 1.597
H 0.368 -0.743 1.953
H 0.124 -2.020 0.698
*
```

Output
ΔE to the lowest compared entry with this formula, charge and spin = 3.5262 eV
Lowest unoccupied orbital energy = 0.75 eV
HOMO level = -9.2 eV
M = 97.1 g/mol

Q: Which formula does entry 2 have?
A: C4H2ClO2

Q: Look up the lowest unoccupied orbital energy of the first one.
A: 0.03 eV